1.
C2H8N2 | wB97M-V/def2-TZVPD

```
12
Properties=species:S:1:pos:R:3
C -0.635 -2.377 0.788
N -0.806 -1.911 -0.379
H 0.245 -3.007 0.935
H -1.178 -2.137 1.709
H -1.788 -1.775 -0.631
C 1.170 1.568 -0.250
N -0.222 1.965 -0.409
H 1.464 1.895 0.748
H 1.778 2.042 -1.027
H 1.409 0.504 -0.379
H -0.880 1.531 0.221
H -0.557 1.701 -1.325
```

Properties
**M**: 60.100 g mol⁻¹
**2S+1**: 1
**Strongest force on any atom**: 2.13 eV/Å
**Highest occupied orbital energy**: -0.3339 Ha
**SMILES**: C=N.CN
**HOMO-LUMO gap**: 0.37145 hartree

Here are the natural (NBO) charges for atoms 1 to 4, given in e: -0.018, -0.625, 0.153, 0.145

2.
C23H28N2O2 | wB97M-V/def2-TZVPD

```
55
Properties=species:S:1:pos:R:3
C 1.772 7.048 0.635
O 1.593 5.808 1.272
C 0.779 4.885 0.683
C 0.122 5.058 -0.529
C -0.688 4.043 -1.013
C -0.841 2.861 -0.315
C -0.176 2.668 0.893
C -0.316 1.380 1.648
C 0.720 0.297 1.267
C 0.457 -0.928 2.170
O 0.609 -0.677 3.545
C 2.151 0.825 1.431
C 3.183 -0.179 0.926
C 2.854 -0.603 -0.502
N 1.513 -1.154 -0.553
C 1.203 -1.747 -1.845
C -0.067 -2.525 -1.766
C -1.118 -2.611 -2.632
C -2.063 -3.510 -2.062
C -3.308 -3.994 -2.463
C -3.971 -4.872 -1.635
C -3.422 -5.279 -0.416
C -2.193 -4.819 0.007
C -1.518 -3.936 -0.824
N -0.304 -3.331 -0.682
C 0.540 -0.136 -0.192
C 0.620 3.690 1.383
H 0.824 7.585 0.523
H 2.242 6.933 -0.348
H 2.434 7.620 1.283
H 0.222 5.970 -1.096
H -1.206 4.185 -1.950
H -1.487 2.087 -0.702
H -1.311 0.967 1.473
H -0.214 1.568 2.719
H 1.106 -1.754 1.853
H -0.582 -1.245 2.049
H 1.523 -0.420 3.709
H 2.351 1.084 2.474
H 2.244 1.744 0.847
H 3.203 -1.065 1.563
H 4.178 0.270 0.949
H 3.559 -1.371 -0.832
H 2.956 0.268 -1.176
H 1.121 -0.993 -2.647
H 2.027 -2.423 -2.105
H -1.214 -2.100 -3.569
H -3.738 -3.683 -3.403
H -4.936 -5.259 -1.928
H -3.976 -5.968 0.205
H -1.769 -5.133 0.949
H 0.309 -3.388 0.113
H -0.460 -0.553 -0.332
H 0.638 0.748 -0.846
H 1.132 3.587 2.327
```

Properties
**M**: 364.489 g mol⁻¹
**2S+1**: 1
**Strongest force on any atom**: 0.65 eV/Å
**Highest occupied orbital energy**: -0.2880 Ha
**SMILES**: COc1cccc(C[C@]2(CO)CCCN(Cc3cc4ccccc4[nH]3)C2)c1
**HOMO-LUMO gap**: 0.31271 hartree

Here are the natural (NBO) charges for atoms 1 to 4, given in e: -0.251, -0.495, 0.294, -0.318

3.
C7H14ClF2N2O2 | wB97M-V/def2-TZVPD

```
28
Properties=species:S:1:pos:R:3
C 1.373 0.569 -0.234
C 3.546 -0.777 -0.237
C -2.512 0.614 0.138
C -1.131 1.078 -0.603
C -2.380 -0.392 1.251
C -0.042 0.109 -0.396
C 2.147 1.917 0.104
N -0.377 -1.196 -0.991
N -1.984 -1.753 0.781
O 0.659 0.068 0.853
O 2.303 -0.374 -0.778
F 2.997 1.681 1.068
F 1.307 2.856 0.626
Cl 2.878 2.499 -1.356
H 3.973 -1.589 -0.885
H 3.408 -1.178 0.697
H 4.102 0.047 0.005
H -3.097 1.427 0.378
H -3.273 0.204 -0.659
H -1.310 1.215 -1.655
H -1.037 2.106 -0.246
H -1.635 0.084 1.858
H -3.453 -0.445 1.637
H -1.177 -1.141 -1.611
H 0.428 -1.459 -1.565
H -2.770 -2.119 0.256
H -1.786 -2.393 1.558
H -1.154 -1.659 0.004
```

Properties
**M**: 231.650 g mol⁻¹
**2S+1**: 1
**Strongest force on any atom**: 5.34 eV/Å
**Highest occupied orbital energy**: -0.5076 Ha
**HOMO-LUMO gap**: 0.39867 hartree
**Charge**: +1

Here are the natural (NBO) charges for atoms 1 to 4, given in e: 0.416, -0.241, -0.415, -0.464

4.
C12H19N5O3 | wB97M-V/def2-TZVPD

```
39
Properties=species:S:1:pos:R:3
C -0.711 -2.171 1.643
C -0.103 -3.125 0.614
O 1.154 -3.485 1.046
C 2.216 -2.453 1.006
C 2.678 -2.024 -0.565
H 1.876 -1.772 -0.946
H 3.442 -2.677 -0.819
C 3.448 -0.808 -0.312
N 2.809 0.277 0.405
C 1.571 0.797 0.010
N 0.613 1.133 1.102
C -0.426 1.373 0.206
C -0.127 1.266 -1.385
C -1.176 1.518 -2.110
O -1.043 1.196 -3.469
N -2.185 2.081 -1.586
C -2.491 2.417 -0.427
O -3.559 2.812 0.033
N -1.744 2.041 0.614
C -1.755 2.347 2.113
H -2.760 2.724 2.056
H -1.730 1.358 2.746
H -1.025 2.916 2.510
C -3.297 2.396 -2.420
H -4.479 1.544 -2.316
H -3.125 2.112 -3.583
H -3.540 3.453 -2.672
N 0.995 0.724 -1.119
H 1.745 0.550 -1.999
H 2.964 0.472 1.434
H 3.656 -0.433 -1.222
H 4.415 -0.992 0.183
H 3.085 -2.855 1.623
H 1.917 -1.640 1.538
H -0.445 -4.198 0.633
H -0.166 -2.841 -0.196
H -0.695 -2.695 2.535
H -1.664 -2.074 1.533
H -0.336 -1.262 1.564
```

Properties
**M**: 281.316 g mol⁻¹
**2S+1**: 1
**Strongest force on any atom**: 15.97 eV/Å
**Highest occupied orbital energy**: -0.2936 Ha
**HOMO-LUMO gap**: 0.30071 hartree

Here are the natural (NBO) charges for atoms 1 to 4, given in e: -0.643, -0.003, -0.540, -0.070

5.
C3H8NO | wB97M-V/def2-TZVPD

```
13
Properties=species:S:1:pos:R:3
C -0.951 -0.791 -1.960
O -0.638 0.567 -1.740
H -0.728 -1.180 -2.946
H -0.666 -1.486 -1.173
H -2.069 -0.803 -1.903
C -0.074 0.493 2.151
C 1.059 0.600 1.367
N 1.242 0.153 0.115
H -1.103 0.520 1.789
H -0.022 0.578 3.231
H 1.929 0.493 2.054
H 2.216 0.253 -0.155
H -0.196 0.603 -0.830
```

Properties
**M**: 74.103 g mol⁻¹
**2S+1**: 1
**Strongest force on any atom**: 3.59 eV/Å
**Highest occupied orbital energy**: -0.0718 Ha
**HOMO-LUMO gap**: 0.23320 hartree
**Charge**: -1

Here are the natural (NBO) charges for atoms 1 to 4, given in e: -0.245, -0.798, 0.140, 0.181

6.
C37H67NO13 | wB97M-V/def2-TZVPD

```
118
Properties=species:S:1:pos:R:3
C 6.134 2.183 -0.038
H 5.219 2.173 -0.627
H 6.977 2.274 -0.718
H 6.118 3.055 0.611
C 6.258 0.903 0.779
H 6.250 0.044 0.110
H 7.195 0.904 1.333
C 5.123 0.770 1.797
H 5.032 1.721 2.337
C 5.356 -0.327 2.877
O 6.748 -0.486 3.033
H 6.851 -1.269 3.596
C 4.753 0.157 4.208
H 5.346 0.987 4.583
H 3.728 0.488 4.071
H 4.778 -0.651 4.935
C 4.716 -1.710 2.570
O 5.200 -2.577 3.568
H 4.977 -3.484 3.294
H 3.626 -1.583 2.687
C 4.971 -2.298 1.158
C 6.433 -2.706 0.949
H 6.578 -3.038 -0.077
H 6.692 -3.527 1.614
H 7.095 -1.871 1.153
C 4.096 -3.539 1.063
O 4.266 -4.464 1.830
C 2.976 -3.543 0.047
H 2.446 -4.494 0.146
C 2.035 -2.383 0.418
H 2.418 -1.472 -0.039
H 2.061 -2.271 1.501
C 0.561 -2.569 0.014
O 0.554 -3.054 -1.312
H -0.377 -3.207 -1.550
C -0.138 -3.562 0.945
H -0.040 -3.252 1.981
H 0.302 -4.549 0.828
H -1.193 -3.618 0.689
C -0.176 -1.179 0.031
H 0.150 -0.662 -0.883
C 0.138 -0.267 1.246
C -0.952 -0.317 2.316
H -1.216 -1.345 2.542
H -1.840 0.202 1.977
H -0.587 0.164 3.222
H 1.070 -0.589 1.711
C 0.384 1.189 0.783
H 0.265 1.853 1.647
O -0.532 1.568 -0.239
C -1.418 2.591 0.062
O -2.410 2.082 0.928
C -3.398 3.032 1.288
C -4.373 2.344 2.232
H -4.782 1.464 1.745
H -5.182 3.027 2.471
H -3.865 2.043 3.144
H -2.912 3.884 1.790
C -4.130 3.568 0.040
O -5.079 4.536 0.392
H -4.586 5.329 0.643
H -4.674 2.743 -0.429
C -3.104 4.147 -0.966
C -3.817 4.540 -2.262
H -4.555 5.312 -2.057
H -4.328 3.670 -2.662
H -3.110 4.900 -3.005
C -2.039 3.080 -1.246
H -2.510 2.227 -1.733
H -1.254 3.467 -1.895
O -2.566 5.278 -0.274
C -1.712 6.139 -0.989
H -2.248 6.692 -1.766
H -0.870 5.606 -1.439
H -1.330 6.844 -0.252
H -0.905 3.430 0.575
C 1.823 1.369 0.250
C 2.835 1.319 1.383
O 2.716 1.927 2.414
O 3.903 0.591 1.052
H 2.051 0.591 -0.481
C 1.998 2.742 -0.412
H 1.841 3.531 0.319
H 3.000 2.842 -0.824
H 1.276 2.849 -1.217
O -1.594 -1.323 -0.023
C -2.203 -1.492 -1.251
O -2.124 -2.853 -1.626
C -2.779 -3.129 -2.854
C -2.512 -4.590 -3.190
H -1.442 -4.767 -3.268
H -2.985 -4.847 -4.133
H -2.913 -5.225 -2.404
C -4.266 -2.825 -2.714
H -4.771 -3.056 -3.650
H -4.689 -3.455 -1.931
C -4.504 -1.358 -2.330
N -5.948 -1.179 -2.154
C -6.593 -0.931 -3.428
H -6.319 0.047 -3.856
H -7.672 -0.956 -3.285
H -6.328 -1.707 -4.143
C -6.381 -0.187 -1.190
H -6.080 0.835 -1.455
H -7.469 -0.229 -1.139
H -5.989 -0.422 -0.205
C -3.667 -1.023 -1.087
O -3.670 0.365 -0.907
H -3.078 0.600 -0.170
H -4.070 -1.548 -0.207
H -4.128 -0.697 -3.134
H -2.345 -2.480 -3.635
H -1.713 -0.872 -2.032
C 3.519 -3.430 -1.377
H 4.077 -2.506 -1.513
H 2.683 -3.436 -2.069
H 4.173 -4.270 -1.599
H 4.669 -1.557 0.422
```

Properties
**M**: 733.937 g mol⁻¹
**2S+1**: 1
**Strongest force on any atom**: 0.91 eV/Å
**Highest occupied orbital energy**: -0.3147 Ha
**HOMO-LUMO gap**: 0.33425 hartree

Here are the natural (NBO) charges for atoms 1 to 4, given in e: -0.607, 0.197, 0.215, 0.204

7.
C5H8F3N4 | wB97M-V/def2-TZVPD

```
20
Properties=species:S:1:pos:R:3
H 0.358 -0.539 1.786
N 0.566 -0.407 0.780
C -0.530 -0.444 0.089
N -0.358 0.112 -1.222
N 0.745 0.477 -1.450
C 1.897 0.851 -1.798
C 2.661 2.150 -1.393
C 2.691 -0.155 -2.588
F 3.502 -0.935 -1.804
F 1.969 -0.988 -3.290
F 3.605 0.438 -3.403
N -1.791 -0.840 0.158
C -2.250 -1.544 1.281
H 2.636 2.789 -2.269
H 3.666 1.887 -1.190
H 2.234 2.747 -0.587
H -2.533 -0.398 -0.493
H -2.792 -0.906 2.046
H -2.892 -2.280 1.037
H -1.416 -1.988 1.767
```

Properties
**M**: 181.141 g mol⁻¹
**2S+1**: 1
**Strongest force on any atom**: 4.27 eV/Å
**Highest occupied orbital energy**: -0.5110 Ha
**SMILES**: [H]/N=C(/N=[N+]=C(C)C(F)(F)F)NC
**HOMO-LUMO gap**: 0.28199 hartree
**Charge**: +1

Here are the natural (NBO) charges for atoms 1 to 4, given in e: 0.380, -0.686, 0.486, 0.050

8.
C23H64LiN3O11 | wB97M-V/def2-TZVPD

```
102
Properties=species:S:1:pos:R:3
Li 2.028 -0.310 -1.468
C 0.196 1.019 -0.800
O 0.149 -0.346 -1.175
H 1.055 1.287 -1.191
H 0.057 0.923 0.364
H -0.512 1.500 -1.466
C -2.443 1.951 -0.573
O -3.504 2.370 0.290
H -1.999 1.172 -0.035
H -1.803 2.675 -0.914
H -2.954 1.692 -1.578
H -3.272 3.306 0.484
C -3.444 -0.165 -2.349
O -2.172 0.153 -2.901
H -4.124 0.595 -1.871
H -3.216 -0.726 -1.395
H -3.916 -0.797 -2.928
H -1.472 0.068 -2.231
C -1.131 -1.777 2.012
O -1.654 -1.377 0.812
H -0.320 -1.068 2.040
H -0.904 -2.819 2.036
H -1.933 -1.344 2.627
H -0.911 -0.758 0.454
C -1.003 -2.728 -3.537
O -0.170 -2.860 -2.290
H -0.568 -1.955 -4.153
H -1.921 -2.761 -3.366
H -0.873 -3.735 -3.769
H -0.076 -2.032 -1.788
C 1.637 1.223 1.806
O 1.705 1.197 3.222
C 1.305 -0.068 3.742
C 1.965 0.103 5.242
N 1.555 -1.092 5.969
C 2.204 -1.159 7.210
C 1.686 -2.369 8.131
O 2.581 -2.259 9.192
C 2.522 -3.553 9.906
H 2.578 0.594 1.376
H 1.469 2.192 1.309
H 0.783 0.853 1.396
H 1.876 -0.874 3.339
H 0.241 -0.226 3.716
H 1.714 0.913 5.950
H 3.034 0.045 5.454
H 1.726 -1.928 5.393
H 2.027 -0.233 7.999
H 3.292 -1.435 7.171
H 1.741 -3.383 7.578
H 0.571 -2.380 8.423
H 2.847 -3.602 10.965
H 2.936 -4.387 9.285
H 1.574 -3.944 10.445
C 4.130 2.187 -2.767
O 3.704 1.441 -1.766
C 4.866 0.856 -0.985
C 4.025 0.279 0.272
N 3.439 -0.868 -0.146
C 2.740 -1.516 0.976
C 2.064 -2.791 0.437
O 1.684 -3.638 1.535
C 1.228 -4.989 1.193
H 4.557 1.550 -3.634
H 4.793 2.831 -2.535
H 3.239 2.556 -3.451
H 5.485 1.801 -0.604
H 5.311 -0.039 -1.617
H 3.231 0.983 0.586
H 4.781 0.214 0.898
H 4.262 -1.444 -0.318
H 1.822 -1.005 1.398
H 3.316 -1.636 1.948
H 2.733 -3.337 -0.214
H 1.234 -2.458 -0.073
H 2.016 -5.670 0.831
H 0.259 -4.846 0.729
H 1.079 -5.359 2.228
C 0.233 4.571 -1.994
O -0.941 4.786 -2.754
C -1.199 3.623 -3.558
C -2.706 3.612 -3.979
N -3.013 2.352 -4.740
C -4.492 2.303 -4.935
C -4.857 1.317 -5.973
O -6.238 1.074 -5.879
C -6.802 0.095 -6.811
H 0.398 5.457 -1.433
H 1.019 4.532 -2.594
H 0.063 3.742 -1.505
H -0.998 2.657 -3.252
H -0.494 3.755 -4.486
H -3.165 4.468 -4.407
H -3.318 3.644 -2.971
H -2.587 1.548 -4.282
H -4.951 3.239 -5.207
H -4.782 2.027 -3.878
H -4.401 0.228 -5.863
H -4.505 1.419 -7.066
H -7.027 0.161 -7.893
H -7.743 -0.342 -6.398
H -6.245 -0.750 -6.621
```

Properties
**M**: 565.716 g mol⁻¹
**2S+1**: 1
**Strongest force on any atom**: 10.16 eV/Å
**Highest occupied orbital energy**: -0.2961 Ha
**HOMO-LUMO gap**: 0.28610 hartree

Here are the Mulliken charges for atoms 1 to 4, given in e: 0.877, 0.105, -0.469, 1.697

9.
C5H12N3 | wB97M-V/def2-TZVPD

```
20
Properties=species:S:1:pos:R:3
H -4.055 0.916 0.484
N -3.373 0.350 0.022
C -2.169 0.234 0.348
C -1.287 -0.821 -0.117
N 0.026 -0.724 -0.165
C 0.808 -1.984 -0.243
N 0.732 0.411 0.061
C 2.064 0.426 0.584
C 0.165 1.558 -0.614
H -1.762 0.926 1.083
H -1.614 -1.772 -0.310
H 1.797 -1.699 -0.791
H 0.131 -2.656 -0.641
H 0.935 -2.220 0.719
H 2.421 -0.440 0.981
H 2.767 0.535 -0.162
H 2.255 1.149 1.283
H -0.819 1.374 -1.232
H 0.005 2.429 -0.047
H 0.972 2.006 -1.244
```

Properties
**M**: 114.172 g mol⁻¹
**2S+1**: 1
**Strongest force on any atom**: 5.03 eV/Å
**Highest occupied orbital energy (spin up / spin down)**: -0.4963 / -0.4963 Ha
**SMILES**: [H]/N=C/C=[N+](/C)N(C)C
**HOMO-LUMO gap (spin up / spin down)**: 0.31427 / 0.31430 hartree
**Charge**: +1

Here are the natural (NBO) charges for atoms 1 to 4, given in e: 0.388, -0.511, 0.018, 0.095

10.
C6H11N2 | wB97M-V/def2-TZVPD

```
19
Properties=species:S:1:pos:R:3
C -2.277 1.495 -0.794
N -1.747 0.518 -0.222
N -2.320 -0.751 0.078
C -1.367 -1.251 0.751
C -0.411 0.182 0.562
C 0.964 0.240 -0.178
C 2.041 0.368 0.889
C 1.050 -1.042 -0.967
H -3.391 1.269 -0.923
H -1.882 2.456 -0.974
H -1.307 -2.226 1.154
H -0.401 0.833 1.476
H 1.067 1.094 -0.829
H 1.864 -0.401 1.640
H 1.927 1.280 1.520
H 3.036 0.225 0.250
H 0.966 -2.033 -0.309
H 1.929 -0.996 -1.511
H 0.261 -1.260 -1.614
```

Properties
**M**: 111.168 g mol⁻¹
**2S+1**: 1
**Strongest force on any atom**: 5.31 eV/Å
**Highest occupied orbital energy**: -0.5651 Ha
**SMILES**: C=[N+]1N=C[C@H]1C(C)C
**HOMO-LUMO gap**: 0.37919 hartree
**Charge**: +1

Here are the natural (NBO) charges for atoms 1 to 4, given in e: 0.085, -0.127, -0.218, 0.165

11.
C7H5NS | wB97M-V/def2-TZVPD

```
14
Properties=species:S:1:pos:R:3
C -1.538 -0.502 0.056
C -1.084 -1.798 -0.002
C -0.423 0.350 0.045
C 0.736 -0.491 -0.008
C -0.398 1.782 0.048
C 0.714 2.483 -0.067
C 2.039 -0.150 -0.026
N 0.261 -1.797 -0.035
S 3.605 -0.138 0.018
H -2.564 -0.195 0.070
H -1.639 -2.716 -0.006
H -1.390 2.238 0.134
H 0.841 3.544 -0.101
H 0.843 -2.610 -0.126
```

Properties
**M**: 135.191 g mol⁻¹
**2S+1**: 1
**Strongest force on any atom**: 2.54 eV/Å
**Highest occupied orbital energy (spin up / spin down)**: -0.2430 / -0.2432 Ha
**HOMO-LUMO gap (spin up / spin down)**: 0.21020 / 0.21032 hartree

Here are the natural (NBO) charges for atoms 1 to 4, given in e: -0.337, 0.063, 0.120, -0.149

no.,energy (eV)
1,-5182.2037
2,-31381.0095
3,-32509.6413
4,-26332.5083
5,-6776.8152
6,-67564.9771
7,-19417.4947
8,-52066.0458
9,-9839.2889
10,-9369.6223
11,-19660.2843